Entry 1:
The following is a quantum chemistry calculation of C10H31CaO21P3S2 as an isolated structure, from the Open Molecules 2025 dataset.

Cartesian coordinates (Å):
Ca (-0.41, 1.19, 1.85)
S (-3.92, 3.43, 1.92)
O (-4.78, 4.28, 1.02)
O (-4.73, 3.50, 3.19)
O (-3.82, 2.03, 1.63)
O (-2.53, 3.83, 2.11)
S (-1.58, -0.19, 5.59)
O (-2.67, 0.52, 6.27)
O (-0.65, 0.80, 5.05)
O (-1.20, -1.31, 6.36)
O (-2.15, -0.58, 4.32)
C (3.92, 3.84, 1.71)
O (2.59, 3.42, 2.14)
H (4.69, 3.34, 2.29)
H (3.99, 3.47, 0.69)
H (4.03, 4.93, 1.76)
H (2.55, 3.38, 3.10)
C (0.55, 5.74, -2.37)
O (-0.38, 4.91, -3.09)
P (0.04, 3.33, -3.35)
O (-0.02, 2.48, -2.14)
O (1.51, 3.42, -4.08)
C (2.20, 2.22, -4.28)
O (-0.93, 2.96, -4.61)
C (-0.89, 3.86, -5.70)
H (0.18, 5.97, -1.37)
H (0.83, 6.57, -3.03)
H (1.51, 5.24, -2.24)
H (3.23, 2.31, -3.94)
H (2.20, 1.94, -5.34)
H (1.95, 1.33, -3.70)
H (-0.29, 4.76, -5.54)
H (-1.91, 3.99, -6.04)
H (-0.46, 3.45, -6.61)
C (5.00, -2.28, 0.12)
O (5.06, -2.28, 1.50)
P (3.65, -2.51, 2.18)
O (2.57, -1.44, 2.08)
O (4.06, -2.87, 3.68)
C (4.42, -1.90, 4.54)
O (3.33, -3.96, 1.48)
C (2.06, -4.52, 1.70)
H (4.42, -1.49, -0.37)
H (4.67, -3.17, -0.40)
H (6.02, -2.19, -0.25)
H (3.58, -1.76, 5.21)
H (4.68, -0.93, 4.11)
H (5.22, -2.15, 5.24)
H (2.02, -5.47, 1.18)
H (1.13, -4.00, 1.47)
H (1.95, -4.80, 2.75)
C (-3.20, -5.23, -2.26)
O (-2.50, -4.12, -1.77)
P (-3.13, -2.78, -1.15)
O (-2.20, -1.89, -0.34)
O (-3.86, -2.07, -2.41)
C (-4.90, -1.18, -2.19)
O (-4.36, -3.42, -0.37)
C (-4.16, -4.01, 0.88)
H (-3.66, -5.77, -1.43)
H (-2.53, -5.95, -2.72)
H (-3.88, -4.93, -3.06)
H (-5.54, -1.02, -3.06)
H (-4.41, -0.22, -2.02)
H (-5.62, -1.49, -1.44)
H (-5.00, -4.70, 0.92)
H (-4.35, -3.36, 1.73)
H (-3.19, -4.51, 0.95)

Properties
orbital gap	0.0840	Ha
ΔE to the lowest compared entry with this formula, charge and spin	13.0751	eV
charge	-2
LUMO energy	2.73	eV

---

Entry 2:
The following is a quantum chemistry calculation of C13H14N2Sn as an isolated structure, from the Open Molecules 2025 dataset.

Cartesian coordinates (Å):
Sn (1.44, -0.52, -0.10)
C (3.20, -1.04, -1.10)
H (2.93, -1.69, -1.91)
H (3.66, -0.12, -1.42)
H (3.76, -1.53, -0.32)
H (2.35, -0.43, 1.46)
H (2.35, 0.43, 1.17)
C (-2.74, -1.65, 3.81)
C (-1.39, -2.02, 3.64)
C (-0.63, -1.51, 2.60)
C (-1.24, -0.61, 1.68)
C (-2.58, -0.23, 1.85)
C (-3.31, -0.76, 2.90)
N (-0.53, -0.11, 0.58)
N (-1.03, 0.73, -0.38)
C (-0.27, 1.10, -1.46)
C (-0.82, 1.99, -2.43)
C (-0.11, 2.40, -3.55)
C (1.20, 1.96, -3.77)
C (1.80, 1.09, -2.86)
C (1.07, 0.70, -1.74)
H (-3.33, -2.06, 4.62)
H (-0.94, -2.72, 4.35)
H (0.41, -1.81, 2.47)
H (-3.03, 0.45, 1.14)
H (-4.36, -0.47, 3.01)
H (-1.85, 2.33, -2.26)
H (-0.57, 3.08, -4.26)
H (1.75, 2.29, -4.65)
H (2.83, 0.77, -3.08)

Properties
orbital gap (alpha / beta)	0.2179 / 0.2154	Ha
ΔE to the lowest compared entry with this formula, charge and spin	3.9942	eV
LUMO energy (alpha / beta)	-0.90 / -0.76	eV

---

Entry 3:
The following is a quantum chemistry calculation of an isolated ion of composition C6H6 and charge -1, from the Open Molecules 2025 dataset.

Cartesian coordinates (Å):
C (0.57, -0.48, 1.28)
C (0.07, 0.78, 1.11)
C (-0.43, 0.94, -0.25)
C (0.25, 0.46, -1.48)
C (-0.49, -0.60, -0.82)
C (0.26, -1.35, 0.25)
H (1.26, -0.71, 2.09)
H (0.27, 1.57, 1.82)
H (-1.18, 1.73, -0.37)
H (-0.07, 0.75, -2.48)
H (-1.48, -0.97, -1.12)
H (0.98, -2.11, -0.05)

Properties
orbital gap (alpha / beta)	0.2184 / 0.2131	Ha
ΔE to the lowest compared entry with this formula, charge and spin	3.0295	eV
charge	-1
LUMO energy (alpha / beta)	4.89 / 4.74	eV
spin multiplicity	2

---

Entry 4:
The following is a quantum chemistry calculation of one molecule with the formula C6H6, from the Open Molecules 2025 dataset.

Cartesian coordinates (Å):
C (-3.38, -0.04, 0.25)
C (-2.13, 0.06, 0.02)
C (-0.88, 0.23, 0.17)
C (0.50, 0.33, -0.03)
C (1.37, 1.38, -0.16)
C (1.19, -1.06, 0.12)
H (-4.15, -0.28, -0.40)
H (0.90, 2.40, -0.26)
H (2.43, 1.23, -0.17)
H (1.15, -1.63, 1.01)
H (2.18, -0.76, -0.01)
H (0.83, -1.86, -0.55)

Properties
orbital gap (alpha / beta)	0.2434 / 0.2408	Ha
ΔE to the lowest compared entry with this formula, charge and spin	6.3130	eV
LUMO energy (alpha / beta)	-1.17 / -1.24	eV

---

Entry 5:
The following is a quantum chemistry calculation of a 10-piece molecular cluster, C4H29NO9 overall, from the Open Molecules 2025 dataset.

Cartesian coordinates (Å):
C (1.29, -2.31, -0.95)
C (0.72, -1.46, -2.09)
C (0.94, -2.22, -3.46)
C (-0.68, -0.96, -1.84)
N (-0.76, -0.04, -0.70)
H (0.68, -3.21, -0.76)
H (1.33, -1.67, -0.07)
H (2.37, -2.40, -1.12)
H (1.37, -0.57, -2.34)
H (1.37, -1.56, -4.21)
H (1.78, -2.90, -3.34)
H (-0.06, -2.62, -3.74)
H (-1.41, -1.76, -1.76)
H (-0.96, -0.40, -2.77)
H (0.07, -0.19, -0.17)
H (-1.61, 0.12, -0.20)
O (-4.12, 1.10, 0.09)
H (-3.64, 1.38, 0.88)
H (-3.46, 1.49, -0.51)
O (1.79, 1.39, 0.31)
H (1.54, 0.91, -0.49)
H (1.70, 0.71, 1.04)
O (-1.13, 2.68, -1.46)
H (-0.97, 1.76, -1.72)
H (-0.50, 2.89, -0.75)
O (4.73, 0.42, 0.87)
H (3.92, 0.92, 0.69)
H (4.61, -0.44, 0.46)
O (-0.56, -1.62, 3.11)
H (-0.44, -1.41, 4.05)
H (-1.36, -1.07, 3.01)
O (-2.40, 2.25, 1.46)
H (-2.18, 3.13, 1.78)
H (-1.69, 2.11, 0.84)
O (-2.41, -0.53, 1.63)
H (-3.04, -1.05, 1.14)
H (-2.58, 0.37, 1.92)
O (0.08, 3.11, 1.32)
H (1.02, 3.20, 1.14)
H (0.00, 2.16, 1.41)
O (1.66, -0.56, 2.06)
H (2.00, -0.01, 2.78)
H (0.96, -1.14, 2.45)

Properties
orbital gap	0.3438	Ha
ΔE to the lowest compared entry with this formula, charge and spin	2.6448	eV
LUMO energy	0.00	eV

---

Entry 6:
The following is a quantum chemistry calculation of one molecule with the formula C5H9N, from the Open Molecules 2025 dataset.

Cartesian coordinates (Å):
C (1.78, -0.54, 1.61)
N (1.65, 0.35, 0.72)
C (0.93, -0.06, -0.47)
C (-0.52, 0.37, -0.41)
C (-0.89, 1.48, 0.24)
C (-1.53, -0.54, -1.08)
H (2.26, -0.29, 2.56)
H (1.40, -1.56, 1.49)
H (0.98, -1.15, -0.61)
H (1.42, 0.39, -1.34)
H (-1.93, 1.79, 0.29)
H (-0.15, 2.11, 0.74)
H (-2.07, -0.03, -1.88)
H (-2.27, -0.89, -0.35)
H (-1.05, -1.43, -1.51)

Properties
orbital gap	0.3806	Ha
ΔE to the lowest compared entry with this formula, charge and spin	1.4906	eV
LUMO energy	1.10	eV

---

Entry 7:
The following is a quantum chemistry calculation of a 2-piece molecular cluster, C4H10O2 overall, from the Open Molecules 2025 dataset.

Cartesian coordinates (Å):
C (-0.94, 0.45, 0.61)
C (-0.33, -0.95, 0.19)
C (-0.46, -1.23, -1.27)
C (0.18, -2.57, -1.74)
O (1.26, -2.94, -1.50)
H (-0.73, 0.86, 1.56)
H (-1.98, 0.37, 0.59)
H (-0.76, 1.19, -0.09)
H (-0.60, -1.79, 0.81)
H (0.75, -0.94, 0.24)
H (-0.19, -0.32, -1.95)
H (-1.49, -1.18, -1.51)
H (-0.48, -2.95, -2.53)
O (0.49, 5.31, 2.81)
H (0.18, 5.58, 2.03)
H (0.48, 5.98, 3.49)

Properties
orbital gap	0.3911	Ha
ΔE to the lowest compared entry with this formula, charge and spin	2.0765	eV
LUMO energy	0.92	eV

---

Entry 8:
The following is a quantum chemistry calculation of C45H26BN12O2Tm as an isolated structure, from the Open Molecules 2025 dataset.

Cartesian coordinates (Å):
Tm (-0.34, -0.38, 0.47)
C (6.24, 0.91, 1.59)
C (5.87, 1.08, 2.96)
C (4.64, 0.72, 3.43)
C (3.68, 0.29, 2.46)
C (2.31, -0.01, 2.53)
N (1.81, -0.27, 1.28)
C (2.86, -0.19, 0.44)
N (2.58, -0.58, -0.95)
C (0.71, -1.86, -2.12)
C (0.44, -1.35, -3.46)
C (1.20, -1.19, -4.61)
C (0.53, -0.76, -5.79)
C (-0.82, -0.47, -5.79)
C (-1.56, -0.60, -4.62)
C (-0.94, -1.07, -3.50)
C (-1.50, -1.55, -2.21)
N (-2.82, -1.43, -1.92)
C (-3.21, -1.37, -0.67)
N (-2.45, -1.30, 0.44)
C (-3.31, -1.16, 1.53)
N (-3.00, -1.05, 2.78)
C (-1.77, -0.91, 3.31)
N (-0.59, -0.69, 2.76)
C (0.35, -0.47, 3.80)
N (1.59, -0.15, 3.69)
C (-0.36, -0.68, 5.08)
C (0.01, -0.59, 6.42)
C (-0.98, -0.76, 7.39)
C (-2.33, -1.02, 7.02)
C (-2.66, -1.13, 5.69)
C (-1.68, -0.96, 4.74)
C (-4.69, -1.14, 1.08)
C (-5.90, -0.93, 1.72)
C (-7.06, -0.82, 0.93)
C (-7.00, -1.02, -0.45)
C (-5.78, -1.21, -1.07)
C (-4.63, -1.26, -0.32)
N (-0.54, -2.11, -1.48)
C (4.04, 0.19, 1.08)
C (5.35, 0.51, 0.67)
H (7.27, 1.16, 1.34)
H (6.68, 1.42, 3.62)
H (4.41, 0.78, 4.47)
H (2.27, -1.34, -4.62)
H (1.13, -0.64, -6.66)
H (-1.30, -0.19, -6.72)
H (-2.63, -0.42, -4.66)
H (1.02, -0.31, 6.72)
H (-0.75, -0.66, 8.43)
H (-3.10, -1.07, 7.77)
H (-3.69, -1.32, 5.40)
H (-5.94, -0.81, 2.80)
H (-8.00, -0.63, 1.45)
H (-7.90, -0.94, -1.06)
H (-5.63, -1.31, -2.15)
H (5.72, 0.43, -0.35)
O (2.42, 3.97, -5.19)
N (2.68, 2.80, -5.40)
O (3.02, 2.35, -6.49)
C (2.59, 1.88, -4.26)
C (3.55, 0.92, -4.11)
C (3.42, 0.02, -2.98)
C (3.92, -1.23, -2.76)
C (3.27, -1.81, -1.55)
C (1.88, -2.54, -1.46)
N (1.32, -1.28, -0.87)
C (2.54, 0.47, -1.97)
C (1.39, 1.24, -2.24)
N (0.27, 1.20, -1.47)
C (-0.74, 1.99, -1.75)
C (-0.74, 2.88, -2.81)
C (0.33, 2.84, -3.69)
C (1.42, 2.00, -3.42)
H (4.37, 0.84, -4.82)
H (4.66, -1.79, -3.34)
H (3.95, -2.26, -0.81)
H (1.79, -3.49, -0.92)
H (-1.63, 1.97, -1.09)
H (-1.61, 3.51, -2.96)
H (0.27, 3.50, -4.52)
B (-2.15, 2.64, 3.59)
C (-1.83, 2.08, 2.18)
N (-1.48, 1.61, 1.16)
H (-2.92, 3.55, 3.50)
H (-2.68, 1.75, 4.23)
H (-1.13, 2.97, 4.11)

Properties
orbital gap (alpha / beta)	0.1900 / 0.1902	Ha
LUMO energy (alpha / beta)	-1.90 / -1.90	eV
spin multiplicity	3

---

no.,F_max (eV Å⁻¹)
1,6.97
2,3.45
3,1.58
4,3.06
5,2.39
6,0.45
7,6.26
8,2.40